7 unconnected molecules or ions with the total composition C51H115N6O, computed with ωB97M-V/def2-TZVPD.

Each line ends with the Löwdin charge.
Cartesian coordinates (Å):
C  1.68  -1.09  -1.37  -0.07
C  0.61  -0.39  -0.54  -0.65
C  1.16  -0.14  0.88  -0.07
O  -0.02  0.69  -1.20  -0.32
H  2.63  -0.57  -1.30  0.06
H  1.32  -1.32  -2.37  0.05
H  1.82  -1.99  -0.77  0.05
H  -0.16  -1.14  -0.40  0.08
H  0.34  0.26  1.47  0.06
H  2.00  0.56  0.89  0.05
H  1.53  -1.03  1.40  0.04
C  -3.91  -4.16  -6.68  -0.06
C  -2.58  -3.78  -5.92  -0.22
C  -2.11  -2.40  -6.27  -0.14
N  -0.97  -1.87  -5.34  -0.20
C  -1.44  -1.71  -3.85  0.04
C  -0.71  -0.41  -5.88  -0.08
C  0.71  -0.10  -5.44  -0.14
C  1.45  -1.46  -5.36  -0.12
C  0.37  -2.53  -5.54  -0.09
H  -4.37  -5.11  -6.38  0.08
H  -3.73  -4.18  -7.75  0.08
H  -4.67  -3.39  -6.51  0.07
H  -1.87  -4.60  -6.04  0.12
H  -2.78  -3.67  -4.85  0.09
H  -2.93  -1.67  -6.27  0.14
H  -1.72  -2.44  -7.28  0.14
H  -0.84  -1.01  -3.26  0.07
H  -1.34  -2.67  -3.34  0.10
H  -2.41  -1.22  -3.82  0.09
H  -1.54  0.15  -5.44  0.10
H  -0.87  -0.27  -6.95  0.14
H  0.67  0.29  -4.42  0.08
H  1.32  0.64  -5.94  0.12
H  1.86  -1.57  -4.35  0.09
H  2.12  -1.60  -6.21  0.13
H  0.39  -3.44  -4.93  0.14
H  0.46  -2.86  -6.58  0.14
C  -7.40  -3.64  4.12  -0.12
C  -6.82  -3.44  2.83  -0.26
C  -5.26  -3.63  3.05  -0.08
N  -4.44  -3.26  1.80  -0.26
C  -5.03  -3.92  0.53  0.05
C  -3.01  -3.79  2.04  -0.10
C  -2.06  -2.88  1.29  -0.13
C  -2.97  -1.67  0.68  -0.12
C  -4.26  -1.74  1.51  -0.08
H  -6.95  -3.11  4.96  0.10
H  -7.38  -4.68  4.44  0.11
H  -8.39  -3.23  3.93  0.11
H  -7.02  -2.45  2.42  0.12
H  -7.20  -4.16  2.10  0.12
H  -5.09  -4.70  3.12  0.14
H  -4.83  -2.99  3.82  0.13
H  -4.28  -3.73  -0.23  0.10
H  -5.99  -3.43  0.34  0.11
H  -5.16  -4.98  0.73  0.12
H  -2.97  -4.85  1.81  0.15
H  -2.75  -3.55  3.07  0.13
H  -1.60  -3.41  0.45  0.10
H  -1.23  -2.54  1.90  0.10
H  -3.34  -1.74  -0.34  0.09
H  -2.46  -0.71  0.69  0.10
H  -5.15  -1.29  1.06  0.13
H  -4.18  -1.33  2.52  0.13
C  -0.65  2.47  3.63  -0.07
C  0.07  2.89  5.01  -0.19
C  1.20  1.87  5.28  -0.13
N  2.10  2.39  6.46  -0.25
C  2.89  3.67  6.00  0.07
C  1.26  2.69  7.74  -0.05
C  2.33  2.51  8.86  -0.13
C  3.46  1.60  8.33  -0.11
C  3.04  1.25  6.86  -0.10
H  -1.12  1.49  3.75  0.07
H  0.02  2.41  2.77  0.04
H  -1.49  3.15  3.53  0.07
H  -0.64  2.86  5.84  0.11
H  0.47  3.90  4.93  0.10
H  1.79  1.81  4.37  0.12
H  0.92  0.83  5.42  0.13
H  2.33  4.56  5.72  0.11
H  3.68  3.29  5.34  0.10
H  3.42  3.86  6.93  0.10
H  0.82  3.67  7.53  0.14
H  0.58  1.85  7.86  0.14
H  2.71  3.48  9.20  0.12
H  1.84  2.02  9.70  0.12
H  4.32  2.25  8.16  0.11
H  3.80  0.72  8.86  0.13
H  3.84  1.10  6.14  0.13
H  2.49  0.31  6.83  0.12
C  -6.71  3.83  -4.40  -0.07
C  -5.63  2.79  -3.94  -0.20
C  -4.65  3.48  -2.92  -0.09
N  -3.53  2.54  -2.47  -0.23
C  -4.13  1.19  -1.92  0.05
C  -2.73  3.17  -1.33  -0.12
C  -1.68  4.08  -1.93  -0.15
C  -1.50  3.61  -3.39  -0.13
C  -2.36  2.36  -3.52  -0.05
H  -6.39  4.37  -5.30  0.08
H  -7.04  4.47  -3.57  0.09
H  -7.48  3.21  -4.83  0.08
H  -5.15  2.35  -4.82  0.10
H  -6.22  2.01  -3.46  0.10
H  -5.22  3.79  -2.04  0.13
H  -4.16  4.42  -3.16  0.14
H  -4.36  0.73  -2.89  0.09
H  -4.98  1.46  -1.30  0.11
H  -3.38  0.59  -1.41  0.08
H  -2.15  2.45  -0.74  0.11
H  -3.42  3.69  -0.66  0.14
H  -0.75  4.05  -1.37  0.07
H  -1.90  5.15  -1.92  0.12
H  -0.46  3.51  -3.72  0.11
H  -1.73  4.50  -3.98  0.12
H  -1.76  1.50  -3.19  0.10
H  -2.96  2.04  -4.37  0.12
C  1.38  -4.24  2.08  -0.09
C  2.65  -4.25  1.27  -0.23
C  3.75  -3.28  1.79  -0.10
N  5.07  -3.38  0.95  -0.22
C  4.85  -2.91  -0.51  0.05
C  5.73  -4.72  1.16  -0.09
C  7.25  -4.50  1.18  -0.16
C  7.38  -3.29  1.99  -0.16
C  6.16  -2.43  1.62  -0.06
H  1.31  -3.45  2.83  0.08
H  1.13  -5.21  2.51  0.09
H  0.61  -4.03  1.33  0.05
H  2.46  -4.09  0.20  0.09
H  3.09  -5.24  1.38  0.11
H  4.02  -3.62  2.79  0.13
H  3.44  -2.24  1.84  0.11
H  3.99  -3.46  -0.89  0.09
H  5.78  -3.16  -1.03  0.11
H  4.72  -1.83  -0.44  0.09
H  5.29  -5.33  0.37  0.14
H  5.40  -5.03  2.15  0.14
H  7.55  -4.44  0.13  0.12
H  7.88  -5.32  1.53  0.14
H  8.34  -2.77  1.91  0.14
H  7.39  -3.63  3.03  0.13
H  6.47  -1.61  0.97  0.12
H  5.76  -1.92  2.50  0.12
C  3.46  1.61  -3.57  -0.07
C  3.80  2.50  -2.40  -0.25
C  2.60  2.93  -1.61  -0.16
N  2.88  3.87  -0.51  -0.20
C  4.08  3.38  0.36  0.06
C  1.62  3.93  0.45  -0.07
C  1.01  5.35  0.38  -0.14
C  1.61  5.87  -0.94  -0.15
C  2.99  5.30  -0.89  -0.12
H  2.84  0.80  -3.18  0.05
H  4.39  1.15  -3.91  0.10
H  2.91  2.19  -4.32  0.09
H  4.51  3.31  -2.61  0.13
H  4.40  1.89  -1.72  0.10
H  2.24  2.00  -1.18  0.11
H  1.82  3.28  -2.29  0.14
H  3.74  2.37  0.61  0.09
H  4.29  4.08  1.16  0.11
H  4.98  3.27  -0.25  0.10
H  1.83  3.77  1.50  0.11
H  0.84  3.23  0.15  0.11
H  1.38  6.03  1.15  0.12
H  -0.08  5.42  0.35  0.11
H  1.70  6.96  -0.97  0.14
H  1.00  5.52  -1.77  0.11
H  3.52  5.78  -0.07  0.15
H  3.48  5.48  -1.85  0.15

molar mass: 828.52 g/mol
E_LUMO: -9.315 eV
total charge: +5
highest occupied orbital energy: -16.7 eV
relative energy (zero: lowest compared OMol25 entry of this formula, charge and spin): 1.777 eV
2S+1: 1
energy: -2414.0327 a.u.

---

A molecular structure, C28H18BrClN3O7S2SiW, computed with ωB97M-V/def2-TZVPD.

Each line ends with the Löwdin charge.
Cartesian coordinates (Å):
W  1.68  0.50  0.29  1.52
S  3.08  -1.20  1.17  0.78
C  2.74  -2.23  -0.20  -0.99
S  1.85  -1.24  -1.32  0.79
C  3.05  -3.53  -0.32  -0.32
C  3.71  -4.22  0.74  -0.20
N  4.25  -4.77  1.59  0.21
C  2.65  -4.24  -1.50  -0.20
N  2.29  -4.76  -2.46  0.21
O  0.10  0.04  0.90  -0.41
Si  -1.57  -0.62  1.03  0.70
C  -1.11  -2.40  0.88  -0.24
C  -0.20  -2.94  1.80  -0.11
C  0.27  -4.24  1.65  -0.07
C  -0.16  -5.01  0.58  -0.06
C  -1.06  -4.49  -0.33  -0.06
C  -1.54  -3.20  -0.19  -0.08
C  -2.41  0.12  -0.43  -0.24
C  -3.52  0.96  -0.30  -0.07
C  -4.11  1.52  -1.43  -0.06
C  -3.61  1.24  -2.69  -0.06
C  -2.51  0.39  -2.84  -0.07
C  -1.92  -0.17  -1.72  -0.11
C  -2.08  -0.01  2.68  -0.25
C  -2.07  1.37  2.94  -0.10
C  -2.42  1.85  4.19  -0.07
C  -2.79  0.97  5.19  -0.06
C  -2.82  -0.40  4.95  -0.06
C  -2.46  -0.88  3.70  -0.08
H  0.14  -2.35  2.64  0.11
H  0.97  -4.64  2.37  0.11
H  0.21  -6.02  0.46  0.12
H  -1.40  -5.10  -1.16  0.12
H  -2.25  -2.81  -0.91  0.10
H  -3.92  1.19  0.68  0.10
H  -4.97  2.17  -1.32  0.11
H  -4.08  1.67  -3.56  0.11
H  -2.14  0.16  -3.82  0.11
H  -1.08  -0.84  -1.83  0.08
H  -1.79  2.07  2.15  0.11
H  -2.40  2.92  4.38  0.11
H  -3.06  1.35  6.17  0.11
H  -3.12  -1.08  5.73  0.11
H  -2.49  -1.95  3.52  0.11
Br  5.34  5.10  -4.49  0.82
C  3.73  4.20  -4.15  -0.66
C  2.65  4.34  -5.02  -0.13
N  1.48  3.73  -4.85  0.11
C  1.33  2.96  -3.79  -0.04
C  2.36  2.76  -2.86  -0.11
C  3.59  3.40  -3.04  -0.02
C  2.14  1.91  -1.72  -0.53
O  1.02  1.29  -1.51  -0.17
O  3.02  1.68  -0.82  -0.10
H  2.75  4.96  -5.90  0.12
H  0.37  2.47  -3.66  0.13
H  4.39  3.26  -2.33  0.13
O  1.21  2.75  3.25  -0.17
Cl  1.98  2.65  2.09  0.80
O  2.60  1.24  1.99  -0.51
O  2.98  3.60  1.92  -0.16
O  1.11  2.55  0.87  -0.37

molar mass: 899.88 g/mol
E_LUMO: -5.497 eV
total charge: +1
highest occupied orbital energy: -12.2 eV
relative energy (zero: lowest compared OMol25 entry of this formula, charge and spin): 0.035 eV
2S+1: 1
energy: -5955.5465 a.u.

---

4 unconnected molecules or ions with the total composition C2H14N2O3, computed with ωB97M-V/def2-TZVPD.

Each line ends with the Löwdin charge.
Cartesian coordinates (Å):
N  0.36  -1.14  1.07  -0.05
C  -0.11  -0.81  -0.26  -0.44
C  -1.62  -0.75  -0.28  -0.34
N  -2.06  0.53  0.27  -0.04
H  0.42  -2.15  1.14  0.03
H  1.33  -0.80  1.18  -0.01
H  0.25  0.15  -0.60  0.07
H  0.33  -1.47  -1.02  0.08
H  -2.01  -1.62  0.26  0.09
H  -2.03  -0.79  -1.30  0.09
H  -1.77  0.70  1.22  0.06
H  -3.06  0.63  0.21  0.06
H  -1.55  1.90  -1.10  -0.02
H  -2.09  2.26  -2.48  0.01
O  -1.45  2.56  -1.82  -0.11
H  0.63  0.55  -3.10  0.00
H  1.90  1.23  -2.58  0.01
O  1.49  0.87  -3.38  -0.11
H  4.40  -0.42  4.44  -0.02
H  2.94  -0.42  4.01  -0.04
O  3.70  -1.01  4.12  -0.32

molar mass: 114.14 g/mol
E_LUMO (spin up / spin down): 3.339 / 3.229 eV
total charge: -1
highest occupied orbital energy (spin up / spin down): 1.0 / -6.1 eV
relative energy (zero: lowest compared OMol25 entry of this formula, charge and spin): 0.255 eV
2S+1: 2
energy: -419.7746 a.u.

---

A molecular structure, C31H24CoI2N2O3, computed with ωB97M-V/def2-TZVPD.

Each line ends with the Löwdin charge.
Cartesian coordinates (Å):
Co  1.74  -1.22  -0.27  0.25
C  4.81  -4.21  -0.53  -0.08
O  5.93  -3.44  -0.10  -0.09
C  5.79  -2.21  0.49  -0.20
C  6.83  -1.81  1.27  -0.02
C  6.85  -0.57  1.94  -0.11
C  5.77  0.25  1.80  -0.08
C  4.66  -0.13  1.00  -0.14
C  3.64  0.87  0.82  -0.06
N  2.51  0.68  0.21  -0.03
N  1.81  1.90  0.05  0.12
C  0.82  1.82  -0.76  -0.36
O  0.44  0.72  -1.44  -0.12
C  -0.02  3.04  -1.00  -0.15
C  0.22  4.21  -0.30  -0.04
C  -0.59  5.32  -0.50  -0.09
C  -1.65  5.25  -1.40  -0.10
C  -1.89  4.08  -2.10  -0.08
C  -1.07  2.97  -1.90  -0.02
C  4.63  -1.36  0.30  -0.29
O  3.69  -1.72  -0.50  -0.22
H  5.23  -5.20  -0.73  0.08
H  4.36  -3.81  -1.43  0.07
H  4.04  -4.28  0.24  0.04
H  7.67  -2.50  1.37  0.11
H  7.69  -0.29  2.55  0.09
H  5.74  1.22  2.29  0.10
H  3.85  1.87  1.19  0.12
H  1.04  4.24  0.41  0.11
H  -0.40  6.23  0.06  0.10
H  -2.29  6.11  -1.54  0.10
H  -2.72  4.02  -2.79  0.10
H  -1.26  2.04  -2.42  0.12
I  1.13  -3.36  1.26  0.00
C  1.13  -4.45  -2.36  -0.59
I  1.33  -2.54  -3.03  0.89
H  0.28  -4.66  -1.74  -0.07
H  2.04  -5.03  -2.28  -0.05
C  -0.08  -0.31  -0.47  -0.22
C  -1.34  -0.23  -0.21  0.01
C  -2.61  -0.18  0.16  -0.14
C  -3.62  -0.97  -0.61  -0.17
C  -3.22  -2.11  -1.32  -0.02
C  -4.12  -2.83  -2.07  -0.09
C  -5.46  -2.44  -2.13  -0.11
C  -5.87  -1.31  -1.43  -0.10
C  -4.95  -0.59  -0.68  -0.04
C  -3.04  0.64  1.32  -0.18
C  -2.55  1.94  1.50  -0.01
C  -2.93  2.68  2.61  -0.08
C  -3.80  2.15  3.55  -0.11
C  -4.28  0.86  3.38  -0.09
C  -3.91  0.12  2.27  -0.04
H  -2.18  -2.41  -1.25  0.11
H  -3.79  -3.71  -2.60  0.10
H  -6.17  -3.01  -2.71  0.09
H  -6.90  -1.00  -1.47  0.09
H  -5.28  0.30  -0.15  0.11
H  -1.88  2.35  0.77  0.10
H  -2.53  3.69  2.73  0.10
H  -4.09  2.74  4.41  0.09
H  -4.95  0.43  4.12  0.10
H  -4.27  -0.89  2.15  0.12

molar mass: 785.29 g/mol
E_LUMO (spin up / spin down): 2.408 / 1.952 eV
total charge: -1
highest occupied orbital energy (spin up / spin down): -4.5 / -4.8 eV
relative energy (zero: lowest compared OMol25 entry of this formula, charge and spin): 0.000 eV
2S+1: 5
energy: -3509.0515 a.u.

---

C2H2Cl3NO2 in the gas phase, computed with ωB97M-V/def2-TZVPD.

Each line ends with the Löwdin charge.
Cartesian coordinates (Å):
H  -0.19  -1.41  0.92  0.04
N  -1.11  -1.25  0.71  0.16
C  -1.40  -0.25  0.07  -0.52
O  -0.81  0.76  -0.51  -0.03
O  0.64  0.87  -0.34  0.07
C  -3.23  0.04  -0.11  -1.46
Cl  -3.93  -1.50  0.21  0.60
Cl  -3.52  1.02  1.46  0.49
Cl  -3.68  0.80  -1.65  0.59
H  1.12  0.75  -1.10  0.06

SMILES string: [H]/N=C(\OO)C(Cl)(Cl)Cl
molar mass: 178.40 g/mol
E_LUMO: 0.045 eV
total charge: 0
highest occupied orbital energy: -10.4 eV
relative energy (zero: lowest compared OMol25 entry of this formula, charge and spin): 4.873 eV
2S+1: 1
energy: -1663.0512 a.u.

---

C5H9NO in the gas phase, computed with ωB97M-V/def2-TZVPD.

Each line ends with the Löwdin charge.
Cartesian coordinates (Å):
C  -1.37  -0.01  1.28  -0.06
C  -1.25  0.11  -0.22  -0.33
N  -0.84  1.41  -0.74  0.05
C  0.04  0.26  -0.92  -0.31
C  1.36  0.26  -0.20  -0.12
C  1.91  -1.14  -0.04  -0.25
O  1.32  -2.14  -0.38  0.05
H  -0.82  0.80  1.77  0.08
H  -2.41  0.06  1.60  0.07
H  -0.97  -0.97  1.64  0.08
H  -2.01  -0.44  -0.77  0.14
H  -1.33  1.63  -1.61  0.09
H  0.09  -0.19  -1.91  0.14
H  1.27  0.71  0.80  0.12
H  2.11  0.86  -0.73  0.12
H  2.91  -1.21  0.43  0.12

SMILES string: C[C@H]1N[C@H]1CC=O
molar mass: 99.13 g/mol
E_LUMO: 1.062 eV
total charge: 0
highest occupied orbital energy: -9.6 eV
relative energy (zero: lowest compared OMol25 entry of this formula, charge and spin): 1.970 eV
2S+1: 1
energy: -325.8652 a.u.